DFT (the ωB97M-V functional and the def2-TZVPD basis) results for a cluster of 2 separate species, C31H31N2O in total in a non-equilibrium geometry.

Geometry as XYZ:
```
65
Properties=species:S:1:pos:R:3:mulliken_charge:R:1
N -2.1266 0.2789 3.3520 0.482
H 6.0885 -1.7554 1.8594 0.390
C 2.9752 -0.9882 3.0251 -0.252
H -1.3351 -1.6270 3.8598 0.441
C -1.5767 1.4578 6.6553 -0.323
H -3.7288 0.5175 1.1380 0.301
C 3.6229 0.5119 1.2171 -0.498
N 2.5735 2.7119 6.8462 0.226
H -1.1042 1.7838 2.3840 0.342
H 1.1886 1.5879 1.5763 0.357
H -3.9482 0.8885 4.1663 0.246
H 5.5789 0.1911 0.3742 0.381
C 4.2006 -1.6411 2.9114 -0.681
C 0.2497 0.1732 2.8635 0.059
C 0.8809 0.9445 7.1133 1.129
C 2.8645 3.9798 6.3565 -0.401
H 0.3537 -0.7662 3.4099 -0.110
C 7.2175 2.1325 8.1265 -0.495
H -3.2127 2.0402 3.0063 0.454
C 6.5461 4.1552 6.9540 -0.689
C 5.2122 3.7072 6.9166 0.829
H -4.9223 -1.6033 1.4651 0.367
H -5.2166 0.8483 2.0347 0.376
C -2.2983 -1.1470 3.6752 -0.644
H 0.5529 3.0265 6.5067 0.214
H -0.2093 -1.2152 8.2520 0.437
C -2.9304 1.1707 6.8385 -0.747
C -3.3102 0.0159 7.5328 -0.477
C 5.1365 -1.2328 1.9505 -0.358
C 1.3379 0.6937 2.1875 -0.498
H 7.9977 1.5398 8.6006 0.392
H 5.6284 0.6885 8.5173 0.426
H -2.4663 -1.7758 1.6267 0.275
C -0.5911 0.6264 7.2025 0.494
H -5.0445 -1.3110 3.2060 0.296
H 6.7656 5.1266 6.5028 0.369
H -1.2794 2.3456 6.1004 0.166
H -2.8935 -1.1912 4.5996 0.209
C -0.9777 -0.5484 7.8607 -0.357
C -3.0637 -1.8384 2.5469 -0.672
H 2.2558 -1.3015 3.7833 0.348
C 7.5380 3.3828 7.5511 -0.526
C -1.0131 0.7955 2.8540 0.005
C 1.2720 2.2573 6.7654 -0.966
C 4.8459 -0.1427 1.1119 -0.578
H 3.2963 0.9878 7.7681 0.657
C 2.6384 0.0850 2.1542 0.878
C 4.8910 2.4219 7.4756 0.480
C -2.3270 -0.8490 8.0341 -0.535
H -4.3667 -0.2084 7.6824 0.426
C 5.9185 1.6516 8.0884 -0.669
C -4.4120 -1.1527 2.3222 -0.662
C -4.2436 0.3509 2.0936 -0.606
H -3.1955 -2.9004 2.7772 0.373
H 8.5653 3.7451 7.5763 0.388
H 4.4230 -2.4752 3.5790 0.399
C -3.4163 0.9843 3.2096 -0.785
H 2.0036 4.5191 5.9633 0.339
C 4.1425 4.4594 6.3710 -0.851
C 3.5790 1.9662 7.4064 -0.359
H -3.6830 1.8638 6.4557 0.493
H -2.6033 -1.7560 8.5716 0.398
O 1.6924 0.0133 7.3461 -0.853
H 4.3308 5.4507 5.9562 0.404
H 3.3821 1.3587 0.5695 0.344
```

Properties
- net charge = +1
- LUMO level (eV) = -4.25
- frontier orbital gap (eV) = 4.98

DFT (the ωB97M-V functional and the def2-TZVPD basis) results for a structure of composition C31H32BBrN8OTa in a non-equilibrium geometry.

Geometry as XYZ:
```
75
Properties=species:S:1:pos:R:3:mulliken_charge:R:1
N 0.0243 -0.2415 1.9963 0.155
H 3.0339 4.5419 0.3234 0.278
C -2.7948 0.1252 -1.6875 -0.414
C 2.1212 1.2491 4.6915 -1.268
H -4.2246 0.5146 -3.9674 0.619
C -1.3249 1.7729 -5.2446 -0.381
C -2.6979 1.5029 -5.0734 -0.127
H -0.9449 -6.0994 0.7073 0.505
H 4.8847 -0.7589 -1.7325 0.536
C -2.4848 -1.8510 -0.2383 0.347
H -2.7266 -0.9793 2.4477 0.234
N -0.2713 1.8641 0.2344 -0.024
H 1.7958 5.5543 1.0613 0.429
H 5.9821 0.3195 0.5945 0.465
H -2.7779 4.0654 -0.4087 0.479
H 2.5912 -1.7369 -3.5477 0.430
H 1.8500 -2.7918 0.5330 0.507
H 2.4867 4.1713 1.9923 0.246
C -4.1031 -3.5514 0.2052 -0.990
H 3.0952 0.8059 4.4666 0.292
H 5.3257 1.9260 0.2923 0.284
C -1.4340 -2.8079 -0.0646 0.573
C 0.8602 -3.2491 0.4041 -0.021
N 1.1397 0.5189 2.4790 0.373
H -0.3993 5.0892 -0.4051 0.528
N 1.0043 2.3296 0.7557 0.459
N -0.0882 -2.4188 -0.0480 0.294
C 0.6269 -4.6046 0.6738 -1.181
H 2.4368 -2.9040 -2.2433 0.296
H 2.1653 2.3455 4.4978 0.287
N -2.1566 -0.5388 -0.7123 0.723
C -3.0879 -4.5221 0.2860 -0.921
H -2.6736 2.6895 -1.5425 0.112
C -1.9710 -1.4577 3.0740 -1.045
H -4.5726 -1.4380 -0.0082 0.534
H -5.1164 -3.8663 0.3530 0.504
H -1.0246 2.3400 -6.1470 0.455
H 1.4415 -5.2015 1.0398 0.525
H 4.8268 0.9877 1.8387 0.254
C 2.6849 -0.8678 -1.4929 0.390
H 0.6493 1.4644 -4.4264 0.576
C -0.6724 -5.0718 0.5303 -0.540
H -1.8135 -2.4999 2.6896 0.142
H -0.2540 -0.3863 5.2887 0.526
C -2.4337 3.0230 -0.5174 -1.182
H 2.8495 1.9766 2.0933 -0.097
H -2.4181 -1.5600 4.0816 0.417
C -3.1944 0.7806 -4.0125 -0.976
C -0.1333 4.0787 -0.1082 -1.343
Br -3.9342 1.9725 -6.3669 -0.052
Ta -0.1400 -0.2480 -0.3351 0.828
C 3.9810 -0.4644 -1.1887 -1.204
C -0.6955 -0.6508 3.1179 0.416
N 1.8759 -0.3103 -0.4961 0.970
H -3.3301 -5.5424 0.4642 0.516
B 2.0319 1.3717 1.4989 -0.453
C -3.8241 -2.2208 -0.0552 -0.636
H -2.9804 2.3554 0.1606 0.271
C 3.9307 0.3148 0.0118 0.751
C -1.7328 -4.1632 0.2344 0.662
C 5.0820 0.9529 0.7487 -1.275
H 1.8441 1.0613 5.7158 0.396
H 1.1130 -1.8198 -2.6092 0.140
C 1.1012 0.5532 3.8052 0.840
O -0.0648 0.1396 -2.2091 -0.520
C 2.1792 4.5456 1.0086 -1.291
C -0.0179 -0.2138 4.2529 -1.414
C -0.4124 1.3274 -4.3016 -1.068
C -0.9557 2.9752 -0.1916 0.626
C 1.0761 3.6361 0.4971 0.860
C -2.2965 0.5192 -2.9601 0.705
H -3.8689 0.1860 -1.5762 0.428
C 2.1826 -1.8832 -2.5348 -1.113
C -0.8867 0.6254 -3.1716 0.247
N 2.6607 0.3481 0.4781 0.105
```

Properties
- net charge = +3
- LUMO level (spin up / spin down) (eV) = -10.59 / -10.59
- frontier orbital gap (spin up / spin down) (eV) = 5.94 / 5.94

DFT (the ωB97M-V functional and the def2-TZVPD basis) results for a structure of composition C31H32BF4N7OS2Ti in a non-equilibrium geometry.

Geometry as XYZ:
```
79
Properties=species:S:1:pos:R:3:lowdin_spin:R:1
H 1.8708 4.6592 3.0037 0.000
H -1.0996 2.0649 -1.0117 0.000
H -4.9748 -1.5257 0.6483 0.000
C 3.2618 3.3776 -2.2902 0.003
C 2.0800 3.7871 1.0705 0.002
F 4.2485 -0.6475 -0.2836 0.002
C 2.7792 0.9169 1.5088 0.108
B 4.8493 0.1202 -1.2920 0.001
H 3.5007 6.4562 2.6017 0.000
H -7.0160 -4.0720 1.5562 0.000
H 1.6928 -1.4514 -5.2322 0.000
C -1.9817 0.0478 -4.9203 -0.005
H -0.7110 3.2404 -2.2532 0.000
H 3.5713 0.7144 3.4642 -0.002
C 1.5032 0.1286 3.3841 0.184
S 3.2297 2.6681 -3.7743 0.004
N 2.6216 2.9699 -1.2017 0.009
C 2.3653 4.7227 2.0456 0.001
H -1.5105 -0.6926 2.2655 0.000
C 2.7415 3.8457 -0.1584 0.003
H -0.5388 -1.2490 -5.8242 0.000
C 3.8828 5.8763 0.5805 0.001
H 0.1902 -4.8379 -1.3497 0.001
N 1.8442 -1.2592 -1.0752 0.009
O -0.6095 -0.1880 5.2499 0.000
H 1.3376 3.0235 1.2428 0.001
C 2.7023 0.5974 2.8352 0.023
H -6.1505 -3.5256 0.1143 0.000
H 2.3624 0.0016 -4.4561 0.000
C 1.6566 -0.8243 -4.3412 -0.001
N 1.7354 0.7843 0.6401 0.096
C -0.7320 -0.5481 -5.0211 0.000
H -2.4105 2.7757 -1.9953 0.000
H 1.9740 -1.4111 -3.4766 0.000
Ti 2.3889 0.8663 -1.2120 0.403
C -6.0349 -4.0020 1.0844 0.000
H 4.5617 6.6880 0.3698 0.000
C -1.2420 -0.5305 4.2705 -0.003
C -1.3828 2.4129 -2.0092 -0.001
C 3.2774 5.7458 1.8191 0.000
H 3.6957 1.3322 1.1131 0.005
N -0.8391 -0.4353 2.9738 -0.008
C -1.2085 1.3197 -3.0252 -0.005
C 0.0514 0.6531 -3.0608 -0.005
N -2.4979 -1.0820 4.4701 -0.002
N 0.9563 0.8925 -2.1344 -0.038
F 4.8336 1.4494 -0.8626 0.001
C 0.4091 0.0166 2.5128 0.017
N 0.1051 -2.9103 -0.4998 0.010
H -1.4009 -1.5027 -0.7586 0.000
H -3.5175 -3.4277 4.9462 0.000
H -0.0460 -4.7707 0.4159 0.000
H -2.6409 -1.2828 5.4511 0.000
H -3.5108 -0.2259 2.1104 0.000
F 6.0923 -0.3158 -1.5901 0.000
C -3.7893 -1.2297 2.3938 0.000
H 1.5420 -4.3881 -0.2941 0.000
H -1.7333 -3.0611 -1.5199 0.000
H -3.1451 1.5235 -3.8990 0.000
C -4.6877 -3.7321 3.1818 0.000
C 0.5610 0.3379 1.1767 0.142
C 1.0326 -2.0440 -0.8130 0.016
C 0.4646 -4.3066 -0.4311 0.002
H -0.2688 0.2701 0.4794 0.010
C -5.1002 -3.2156 1.9538 0.000
H 1.4079 -0.0865 4.4310 0.012
H -5.6633 -5.0165 0.9379 0.000
C 0.2851 -0.2561 -4.1388 -0.005
H -1.8362 -2.9077 0.2567 0.000
H -2.7679 -0.1998 -5.6196 0.000
C -1.2957 -2.5797 -0.6379 0.001
S 4.1738 4.9065 -2.0367 0.002
C -3.8275 -3.0195 3.9944 0.000
F 3.9650 0.0518 -2.4049 0.007
C -2.1931 1.0052 -3.9385 0.000
C -3.3514 -1.7715 3.6033 0.000
C 3.5959 4.9455 -0.3978 0.000
C -4.6488 -1.9586 1.5822 0.000
H -5.0361 -4.7043 3.5017 0.000
```

Properties
- net charge = -1
- ⟨S²⟩ = 0.7774
- LUMO level (spin up / spin down) (eV) = 1.88 / 1.88
- spin multiplicity = 2
- frontier orbital gap (spin up / spin down) (eV) = 4.61 / 5.95

Number 1: total energy -1384.38516 Ha. Number 2: total energy -4368.90451 Ha. Number 3: total energy -3729.60659 Ha.